{"formula": "C3H3N3O", "method": "ωB97M-V/def2-TZVPD", "symbols": ["C", "N", "C", "N", "O", "C", "N", "H", "H", "H"], "positions_angstrom": [[-0.80827, 0.79310, 0.84734], [-0.45824, -0.34063, 1.37472], [-0.00604, -1.35087, 0.43735], [0.94985, -1.28343, -0.43377], [1.45387, 0.12173, -0.44461], [0.41468, 0.79342, -1.06326], [-0.68400, 1.10905, -0.52747], [-0.99047, 1.69470, 1.45358], [-0.43532, -2.45632, 0.50194], [0.56395, 0.91924, -2.14581]], "forces_ev_per_angstrom": [[2.0447, -0.3759, -0.3597], [-0.4967, -0.2509, -1.8665], [-0.1472, -1.4800, 0.4857], [-0.9780, 0.9032, 1.2468], [-0.8354, -0.1962, -0.1834], [0.2973, -0.7731, -0.9750], [-0.0941, 0.0972, 0.9885], [-0.5490, -0.8470, 0.0760], [0.7587, 2.6214, 0.1391], [-0.0003, 0.3014, 0.4486]], "e_homo_ha": -0.3816, "smiles": "C1=NC=NOC=N1", "e_above_lowest_ev": 3.6282}